Below is C6H12ClErI2NOP as an isolated structure, with properties calculated with ωB97M-V with the def2-TZVPD basis set.

Each line ends with the Löwdin spin population.
Atoms and positions in Å:
1 I 2.482 0.114 1.144  0.00
2 I 0.462 0.028 2.690  0.00
3 Er -0.932 0.797 -1.150  3.02
4 P -0.783 -2.026 -1.135  0.00
5 C 0.114 -3.197 -0.037  0.00
6 C -2.535 -2.606 -1.078  0.00
7 H -0.654 -1.760 -3.545  0.00
8 H -0.677 -3.490 -3.110  0.00
9 H 0.827 -2.567 -2.903  0.00
10 C -0.271 -2.508 -2.832  0.00
11 H -3.172 -1.869 -1.599  0.00
12 H -2.651 -3.579 -1.580  0.00
13 H -0.070 -4.250 -0.347  0.00
14 H -0.247 -3.027 0.990  0.00
15 H -2.870 -2.724 -0.032  0.00
16 H 1.188 -2.955 -0.112  0.00
17 C 2.446 -2.454 2.972  0.00
18 O 3.090 -2.421 3.939  0.00
19 Cl -2.352 1.198 -3.000  -0.01
20 C 0.779 4.438 1.290  0.00
21 C 0.185 3.413 0.489  0.00
22 N -0.313 2.658 -0.260  -0.01
23 H 1.002 5.332 0.683  0.00
24 H 1.784 4.154 1.640  0.00
25 H 0.114 4.699 2.118  0.00

Values from the calculation:
- Orbital gap (alpha / beta): 7.67 / 7.82 eV
- ΔE to the lowest compared entry with this formula, charge and spin: 0.0 kcal per mole
- 2S+1: 4
- Charge: +2
- ⟨S²⟩: 3.752